Molecular formula: C4H6O2
Method: DFT, wB97M-V/def2-TZVPD

The value obtained for the HOMO energy is -9.7 eV. The value obtained for the HOMO-LUMO gap is 10.700 eV. The calculation puts the energy above the lowest of the compared OMol25 structures with the same formula, charge and spin at 81.96 kJ/mol. The LUMO energy is 0.974 eV. The total energy comes out at -306.475080 hartree. Its maximum force is 0.0097 Eh/bohr.

Positions of all 12 atoms, in Å:
C: 0.863121 1.983875 -0.139595
C: 1.174093 0.837437 -0.723786
O: 0.410889 -0.317924 -0.694355
C: -0.228209 -0.704011 0.447491
C: -1.204443 -1.804758 0.136308
O: -0.043341 -0.217488 1.530111
H: -0.013226 2.096147 0.487188
H: 1.510674 2.842239 -0.276210
H: 2.048707 0.697144 -1.350686
H: -0.729120 -2.596198 -0.447625
H: -2.017900 -1.390210 -0.467912
H: -1.606944 -2.200228 1.068792

Atoms 1-2, force components in eV/Å:
0.0 -0.2 -0.1
0.1 0.3 0.0

Atomic partial charges in e from the natural (NBO) method, atoms 1 to 5:
1 C -0.45
2 C 0.12
3 O -0.52
4 C 0.80
5 C -0.72


Molecular formula: C22H29N3O3S
Method: DFT, wB97M-V/def2-TZVPD

The value obtained for the HOMO energy is -7.7 eV. The value obtained for the HOMO-LUMO gap is 8.145 eV. The calculation puts the energy above the lowest of the compared OMol25 structures with the same formula, charge and spin at 357.89 kJ/mol. The LUMO energy is 0.475 eV. The total energy comes out at -1643.865744 hartree. Its maximum force is 0.0232 Eh/bohr.

Positions of all 58 atoms, in Å:
C: -1.329643 -4.826540 0.451357
O: -1.990325 -4.074539 -0.540395
C: -2.584708 -2.908403 -0.192642
C: -3.226854 -2.222031 -1.230161
C: -3.840077 -1.011980 -0.989277
C: -3.816340 -0.474668 0.286550
S: -4.515435 1.151072 0.577265
O: -4.851016 1.242777 1.968041
O: -5.528428 1.384436 -0.409179
N: -3.318178 2.266980 0.303413
C: -2.296367 2.455692 1.309312
C: -0.886422 2.219804 0.752979
C: -0.947056 1.121027 -0.319587
N: 0.327224 0.579551 -0.761321
C: 0.850641 -0.483237 0.074957
C: 1.997950 -1.166029 -0.679902
N: 3.052313 -0.238380 -1.018985
C: 4.094527 0.010711 -0.133909
C: 5.190653 0.775739 -0.553306
C: 6.271280 0.993737 0.275308
C: 6.307654 0.448718 1.548313
C: 5.242321 -0.324130 1.971705
C: 4.151322 -0.539829 1.150365
C: 2.505015 0.845709 -1.806755
C: 1.372254 1.544918 -1.042564
C: -1.756251 1.632137 -1.522374
C: -2.920238 2.527430 -1.054798
C: -3.216754 -1.156252 1.326151
C: -2.597247 -2.373710 1.094815
H: -0.499959 -4.266089 0.893689
H: -2.018415 -5.144635 1.239693
H: -0.937933 -5.704301 -0.059629
H: -3.225138 -2.666403 -2.212432
H: -4.354741 -0.474939 -1.769798
H: -2.376325 3.475412 1.706897
H: -2.523297 1.765473 2.122689
H: -0.500522 3.140084 0.312060
H: -0.220593 1.925782 1.565405
H: -1.492868 0.277190 0.114154
H: 0.054052 -1.207403 0.263307
H: 1.219537 -0.103594 1.044481
H: 2.403093 -2.002088 -0.110608
H: 1.596585 -1.555007 -1.621963
H: 5.208284 1.187672 -1.550786
H: 7.099500 1.589355 -0.080884
H: 7.154066 0.620084 2.195444
H: 5.251329 -0.761448 2.960110
H: 3.337738 -1.138233 1.529957
H: 3.277178 1.571433 -2.052588
H: 2.103233 0.425171 -2.733769
H: 0.966508 2.351442 -1.654034
H: 1.793811 1.980768 -0.118774
H: -1.109216 2.203423 -2.187569
H: -2.124040 0.771684 -2.080363
H: -2.634494 3.582717 -1.116966
H: -3.808695 2.378645 -1.668028
H: -3.247602 -0.730411 2.316683
H: -2.132908 -2.892499 1.918268

Atoms 1-2, force components in eV/Å:
0.1 -0.1 0.2
-0.2 0.2 -0.2

Atomic partial charges in e from the natural (NBO) method, atoms 1 to 5:
1 C -0.25
2 O -0.48
3 C 0.33
4 C -0.26
5 C -0.17


Molecular formula: C2HBrClF
Method: DFT, wB97M-V/def2-TZVPD

The value obtained for the HOMO energy (spin up / spin down) is -7.2 / -10.9 eV. The spin multiplicity is 3. The value obtained for the HOMO-LUMO gap (spin up / spin down) is 7.938 / 9.556 eV. The calculation puts the energy above the lowest of the compared OMol25 structures with the same formula, charge and spin at 0.00 kJ/mol. The LUMO energy (spin up / spin down) is 0.732 / -1.375 eV. The total energy comes out at -3210.703389 hartree. Its expectation value of S² is 2.01. Its maximum force is 0.0953 Eh/bohr.

Positions of all 6 atoms, in Å:
C: -0.446196 -0.250514 -0.753347
C: 0.609603 0.212890 0.524398
F: 1.868510 -0.167266 0.188093
Cl: 0.169632 1.207330 1.781233
Br: -2.256272 -0.012124 -0.458711
H: 0.054721 -0.990317 -1.281665

Atoms 1-2, force components in eV/Å:
1.5 2.7 3.8
-2.0 -2.0 -3.1

Atomic partial charges in e from the natural (NBO) method, atoms 1 to 5:
1 C -0.31
2 C 0.22
3 F -0.32
4 Cl 0.08
5 Br 0.14


Molecular formula: C3H9NO
Method: DFT, wB97M-V/def2-TZVPD

The value obtained for the HOMO energy (spin up / spin down) is -13.5 / -13.5 eV. The spin multiplicity is 2. Its net charge is +1. The value obtained for the HOMO-LUMO gap (spin up / spin down) is 9.392 / 4.417 eV. The calculation puts the energy above the lowest of the compared OMol25 structures with the same formula, charge and spin at 281.77 kJ/mol. The LUMO energy (spin up / spin down) is -4.134 / -9.109 eV. The total energy comes out at -249.284937 hartree. Its expectation value of S² is 0.77. Its maximum force is 0.0955 Eh/bohr.

Positions of all 14 atoms, in Å:
N: -2.321825 -0.721028 1.511117
C: -0.955503 -0.025353 1.627550
C: 1.103372 -0.907966 0.595073
C: 0.206988 -0.943603 1.647038
H: -2.679532 -1.391985 2.242968
H: -2.404999 -1.361990 0.687432
H: -0.856645 0.655374 2.455038
H: -0.995331 0.726998 0.743732
H: 2.015881 -1.515470 0.563666
H: 0.899063 -0.376495 -0.287779
H: 0.205804 -1.449009 2.598026
H: 2.565005 2.696739 -5.079349
H: 1.532845 2.439771 -4.162503
O: 1.684875 2.174012 -5.142006

Atoms 1-2, force components in eV/Å:
1.8 -2.8 0.4
-1.5 2.8 -2.2

Atomic partial charges in e from the natural (NBO) method, atoms 1 to 5:
1 N -0.37
2 C -0.31
3 C -0.16
4 C -0.18
5 H 0.41


Molecular formula: ClFOS
Method: DFT, wB97M-V/def2-TZVPD

The value obtained for the HOMO energy (spin up / spin down) is -10.7 / -10.8 eV. The value obtained for the HOMO-LUMO gap (spin up / spin down) is 7.908 / 8.357 eV. The calculation puts the energy above the lowest of the compared OMol25 structures with the same formula, charge and spin at 598.06 kJ/mol. The LUMO energy (spin up / spin down) is -2.841 / -2.460 eV. The total energy comes out at -1033.244101 hartree. Its maximum force is 0.0498 Eh/bohr.

Positions of all 4 atoms, in Å:
O: 2.146290 0.503338 0.306675
F: -0.635760 -1.524264 -0.279831
S: -0.300670 -0.165286 0.537955
Cl: -1.209860 1.186212 -0.564798

Atoms 1-2, force components in eV/Å:
-2.5 -0.7 0.1
0.4 1.0 0.4

Partial charges, natural (NBO), in e:
1 O -0.38
2 F -0.45
3 S 0.90
4 Cl -0.07


Molecular formula: C8H11IOS
Method: DFT, wB97M-V/def2-TZVPD

The value obtained for the HOMO energy is -7.8 eV. The value obtained for the HOMO-LUMO gap is 7.855 eV. The calculation puts the energy above the lowest of the compared OMol25 structures with the same formula, charge and spin at 0.00 kJ/mol. The LUMO energy is 0.043 eV. The total energy comes out at -1082.411540 hartree. Its maximum force is 0.0893 Eh/bohr.

Positions of all 22 atoms, in Å:
C: 1.241667 -3.198837 0.104278
C: 0.465195 -2.537053 1.151330
C: 1.738620 -2.199494 -0.669497
C: 0.607938 -1.182110 0.844540
C: 0.214250 2.638097 -1.040669
C: 0.001003 -0.001630 1.452832
C: -0.511290 1.314497 -1.248822
C: -1.303207 0.848457 -0.107600
O: 1.314048 -1.019182 -0.306002
S: -2.117793 2.256639 0.785017
I: -2.853241 -0.664098 -0.449385
H: 1.396261 -4.180538 0.118478
H: -0.012180 -2.940112 2.023703
H: 2.010996 -2.236285 -1.719588
H: -0.521875 3.345072 -0.683180
H: 1.036656 2.606515 -0.386917
H: 0.578349 3.034074 -1.948710
H: -0.640036 -0.177718 2.418313
H: 0.519504 0.867007 1.508239
H: -1.155096 1.520662 -2.116899
H: 0.368187 0.528519 -1.523032
H: -2.377957 1.377527 1.793566

Atoms 1-2, force components in eV/Å:
-1.1 4.0 1.9
1.6 1.7 -1.7

Atomic partial charges in e from the natural (NBO) method, atoms 1 to 5:
1 C -0.30
2 C -0.27
3 C 0.10
4 C 0.21
5 C -0.59


Question: maximum force of number 2 (C22H29N3O3S)?
Answer: 0.0232 Eh/bohr